No. 1
Density functional theory data (ωB97M-V/def2-TZVPD) for 2 unconnected molecules or ions with the total composition C7H14N2O.

```
! wB97M-V def2-TZVPD RIJCOSX def2/J DEFGRID3
* xyz 0 1
C -1.39 -0.25 -0.84
C 1.95 -1.09 1.83
C -1.96 1.78 0.63
C -1.28 -1.77 -0.75
C -0.32 0.32 -1.78
N 2.07 -0.27 0.67
C 2.83 0.56 0.24
C -1.29 0.43 0.56
N 3.75 1.11 -0.33
O -1.03 -0.19 1.56
H -2.38 0.02 -1.24
H 3.76 2.06 -0.67
H 1.89 -2.13 1.51
H 1.01 -0.84 2.31
H 2.75 -0.94 2.56
H -1.75 2.26 1.59
H -1.66 2.41 -0.19
H -3.04 1.64 0.57
H -0.33 -2.05 -0.31
H -1.37 -2.22 -1.74
H -2.09 -2.17 -0.14
H 0.67 0.04 -1.42
H -0.43 -0.11 -2.78
H -0.38 1.40 -1.85
*
```

Values from the calculation:
ΔE to the lowest compared entry with this formula, charge and spin   28.35 kcal per mole
Electronic energy   -459.83366 Ha
Structure (SMILES)   CC(=O)C(C)C.CN=C=N
Molecular weight   142.2 g mol⁻¹
Kohn-Sham gap   10.13 eV
HOMO   -9.350 eV



No. 2
Density functional theory data (ωB97M-V/def2-TZVPD) for 2 unconnected molecules or ions with the total composition C4H10O2.

```
! wB97M-V def2-TZVPD RIJCOSX def2/J DEFGRID3
* xyz 0 1
C -1.44 -0.76 0.13
C -0.54 0.43 -0.23
C 0.42 0.07 -1.34
O 1.55 0.51 -1.45
C 0.20 0.98 1.00
O 0.95 2.13 0.72
H -1.85 -1.23 -0.77
H -0.88 -1.52 0.69
H -2.28 -0.43 0.76
H -1.16 1.24 -0.64
H 0.03 -0.64 -2.10
H 1.36 -2.32 0.15
H 1.79 -1.78 -0.14
H -0.54 1.26 1.76
H 0.82 0.18 1.43
H 1.58 1.87 0.03
*
```

Values from the calculation:
ΔE to the lowest compared entry with this formula, charge and spin   40.17 kcal per mole
Electronic energy   -308.83414 Ha
Structure (SMILES)   C[C@H](C=O)CO.[H][H]
Molecular weight   90.1 g mol⁻¹
Kohn-Sham gap   10.86 eV
HOMO   -10.030 eV



No. 3
Density functional theory data (ωB97M-V/def2-TZVPD) for a molecular structure, C35H33ClN4S2Si2Zn.

```
! wB97M-V def2-TZVPD RIJCOSX def2/J DEFGRID3
* xyz 0 1
C -1.49 -0.53 0.93
C -1.87 0.03 -0.31
C -1.40 -0.83 -1.35
H -2.52 0.89 -0.44
C -0.66 -1.92 -0.72
C -0.75 -1.72 0.70
H -0.38 -2.40 1.46
H -1.79 -0.17 1.91
H -1.72 -0.83 -2.39
H -0.30 -2.82 -1.23
Zn 0.72 -0.29 -1.16
Si 1.77 1.35 -3.72
C 0.43 2.59 -4.25
C 0.90 3.78 -4.79
H 1.97 3.91 -4.96
C 0.01 4.81 -5.07
H 0.39 5.75 -5.47
C -1.37 4.64 -4.89
H -2.07 5.44 -5.15
C -1.83 3.45 -4.33
H -2.89 3.25 -4.24
C -0.91 2.51 -3.86
H -1.27 1.69 -3.21
C 0.72 -0.22 -4.46
C -0.75 -0.35 -4.64
H -1.48 0.45 -4.56
C -1.29 -1.60 -5.16
H -2.26 -1.62 -5.66
C -0.66 -2.81 -4.72
H -1.20 -3.76 -4.76
C 0.63 -2.71 -4.28
H 1.15 -3.57 -3.85
C 1.35 -1.51 -4.45
H 2.44 -1.54 -4.36
H 0.99 1.04 -2.43
Si 0.15 -0.85 -6.21
C 0.77 -2.08 -7.48
C 0.20 -2.06 -8.76
H -0.33 -1.16 -9.09
C 0.28 -3.22 -9.54
H -0.25 -3.25 -10.49
C 0.98 -4.34 -9.09
H 0.94 -5.29 -9.64
C 1.77 -4.23 -7.94
H 2.38 -5.07 -7.62
C 1.74 -3.06 -7.18
H 2.41 -2.93 -6.33
C 0.04 0.81 -7.20
C -1.22 1.33 -7.46
H -2.12 0.77 -7.19
C -1.36 2.59 -8.07
H -2.36 2.98 -8.25
C -0.23 3.31 -8.45
H -0.34 4.27 -8.96
C 1.04 2.79 -8.18
H 1.93 3.37 -8.44
C 1.17 1.55 -7.55
H 2.17 1.15 -7.34
H 2.76 2.43 -3.51
Cl 3.42 0.11 -2.70
N -0.85 3.09 -0.72
C 0.04 2.69 0.19
N 0.75 1.58 0.14
C 1.48 1.38 1.31
C 1.29 2.37 2.26
S 0.22 3.60 1.70
C 2.18 0.14 1.44
C 2.85 -0.39 2.53
S 3.35 -2.01 2.24
C 2.69 -1.89 0.60
N 2.08 -0.74 0.36
N 2.79 -2.91 -0.26
H -1.22 4.03 -0.61
H -0.81 2.69 -1.65
H 1.75 2.34 3.24
H 2.98 0.17 3.44
H 3.28 -3.73 0.06
H 2.67 -2.74 -1.25
*
```

Values from the calculation:
ΔE to the lowest compared entry with this formula, charge and spin   109.31 kcal per mole
Electronic energy   -5187.26044 Ha
Molecular weight   730.8 g mol⁻¹
Kohn-Sham gap (alpha / beta)   5.64 / 5.66 eV
HOMO (alpha / beta)   -5.591 / -5.605 eV